Below is a 5-piece molecular cluster, C30H66N2O7P overall in a non-equilibrium geometry, with properties calculated with ωB97M-V/def2-TZVPD.

**Total charge**: +1
**Molecular weight**: 597.8 g/mol
**LUMO energy**: -3.810 eV

```
106
Properties=species:S:1:pos:R:3:forces:R:3
C 3.857 -2.193 11.423 0.630 -0.336 -0.240
C 2.847 -1.146 11.801 -3.279 -3.369 0.183
O 1.657 -1.507 11.866 4.517 3.600 0.202
N 3.390 0.354 12.006 -2.181 -1.715 -1.684
H 2.691 0.764 12.610 -0.132 0.636 0.271
H 4.303 0.381 12.437 0.369 -0.131 0.103
C 3.379 0.938 10.578 1.358 -0.086 0.088
H 3.366 -3.165 11.407 -0.358 0.312 0.000
H 4.731 -2.361 12.053 0.003 0.709 0.312
H 4.239 -2.045 10.413 0.016 0.267 -0.112
H 3.819 0.181 9.929 -0.522 -0.241 -0.045
H 4.149 1.707 10.512 -0.529 0.472 0.324
H 2.388 1.247 10.247 0.198 -0.109 0.364
C -5.621 -2.361 3.073 1.059 -0.489 0.457
C -6.017 -3.004 4.447 -1.723 0.900 -1.417
C -5.074 -2.812 5.592 2.070 1.046 -0.800
C -4.558 -1.318 5.627 -0.279 -1.329 0.024
N -4.049 -0.867 6.964 -0.900 1.795 -0.306
C -3.571 0.607 6.746 -0.538 -0.246 0.724
C -2.100 0.578 6.384 -0.179 1.181 -0.983
C -1.717 -0.818 6.524 1.525 -3.374 2.726
C -2.772 -1.505 7.459 -0.914 0.939 -0.588
C -5.218 -0.901 7.937 1.133 -0.023 0.497
H -5.446 -1.288 3.151 -0.145 0.039 0.033
H -6.284 -2.518 2.222 -0.529 -0.126 0.536
H -4.685 -2.780 2.704 0.279 -0.021 0.132
H -6.260 -4.057 4.310 0.084 0.006 0.066
H -6.939 -2.490 4.716 -0.440 -0.210 0.112
H -4.190 -3.373 5.290 0.281 -0.298 0.510
H -5.430 -3.211 6.542 -0.183 0.207 -0.141
H -5.308 -0.577 5.347 -0.277 -0.266 0.103
H -3.754 -1.203 4.900 0.065 -0.033 0.100
H -3.593 1.010 7.758 -0.541 0.310 -0.167
H -4.258 1.115 6.069 0.043 -0.084 0.195
H -1.587 1.264 7.059 0.150 -0.164 -0.122
H -1.758 0.776 5.369 -0.799 0.975 -0.099
H -0.837 -0.883 7.165 0.550 -0.140 -0.504
H -1.466 -1.304 5.582 -0.409 -0.279 0.200
H -2.738 -1.095 8.468 0.594 0.151 0.088
H -2.894 -2.575 7.628 0.256 -0.079 -0.834
H -5.369 -1.955 8.169 -0.711 0.267 -0.288
H -6.056 -0.295 7.591 -0.069 -0.693 -0.579
H -4.989 -0.428 8.892 0.735 0.047 -0.077
C 3.057 3.168 -2.849 0.642 -0.721 0.856
C 1.594 3.293 -3.272 0.995 -0.695 0.442
C 1.028 2.119 -4.163 0.046 2.144 1.618
C 1.626 2.199 -5.582 -1.372 -1.178 0.413
P 1.249 0.671 -6.555 -0.289 0.560 2.479
C 1.773 -0.852 -5.556 0.733 1.267 -0.171
C 3.176 -0.626 -4.864 -0.308 -0.315 -0.715
C 4.346 -0.516 -5.822 0.260 -1.352 -0.918
C 4.486 -1.677 -6.906 1.541 0.359 0.830
C -0.554 0.529 -6.667 0.742 0.101 0.322
C -1.020 -0.829 -7.166 -1.325 0.118 -0.988
C -2.571 -0.891 -7.224 0.509 -1.418 1.299
C -3.305 0.165 -7.990 -0.425 0.345 -1.052
C 2.127 0.916 -8.100 -1.509 -1.733 0.314
C 1.268 1.583 -9.183 1.060 -0.772 0.941
C 1.365 3.079 -8.961 -1.994 1.817 -2.173
C 1.703 3.776 -10.298 0.038 -0.635 -0.603
H 3.265 3.987 -2.160 0.432 0.249 -0.408
H 3.849 3.013 -3.581 -0.243 1.017 -0.809
H 3.348 2.303 -2.254 -1.011 -0.437 0.491
H 1.504 4.310 -3.652 -0.297 -0.202 -1.049
H 1.036 3.420 -2.344 -0.286 -0.683 0.048
H -0.035 2.336 -4.054 -0.364 0.008 -1.229
H 1.031 1.185 -3.601 0.992 -0.254 -0.259
H 2.699 2.375 -5.661 0.089 -0.118 0.459
H 1.140 3.050 -6.060 0.004 -0.085 -0.332
H 1.713 -1.698 -6.241 0.940 0.027 -0.505
H 0.993 -1.221 -4.890 -0.219 1.012 0.544
H 3.361 -1.421 -4.142 -0.171 -0.215 -0.180
H 3.379 0.287 -4.306 -1.442 0.231 0.424
H 5.189 -0.413 -5.138 0.486 -0.734 -0.250
H 4.409 0.474 -6.274 -0.496 0.012 -0.548
H 4.082 -2.665 -6.681 -1.087 0.407 0.281
H 5.519 -2.025 -6.927 0.492 0.552 -0.048
H 4.309 -1.401 -7.945 -0.491 0.145 0.189
H -0.929 1.370 -7.250 -0.044 -0.162 -0.324
H -0.880 0.758 -5.652 -0.109 -0.275 0.238
H -0.696 -1.728 -6.641 0.261 0.440 0.550
H -0.636 -0.977 -8.175 0.053 0.087 -0.322
H -2.925 -1.088 -6.212 -0.060 1.206 0.585
H -2.831 -1.910 -7.510 0.044 0.021 -1.245
H -3.014 0.130 -9.040 0.159 -0.098 -0.210
H -3.176 1.215 -7.724 0.287 -0.113 0.576
H -4.385 0.020 -8.019 0.010 -0.244 0.289
H 2.224 -0.147 -8.319 1.136 -0.021 -0.626
H 3.026 1.462 -7.812 0.209 -0.405 -0.546
H 0.258 1.175 -9.223 -0.280 0.295 0.637
H 1.616 1.171 -10.131 0.634 0.821 -0.249
H 1.875 3.490 -8.090 0.425 -0.568 -0.180
H 0.353 3.479 -8.896 -0.380 -0.285 0.876
H 1.194 4.710 -10.536 0.623 0.575 0.883
H 1.188 3.184 -11.055 0.389 -0.472 -0.222
H 2.771 3.768 -10.514 -0.098 0.310 -0.191
O -0.661 -2.183 1.038 2.509 -4.030 0.135
C -1.318 -1.210 0.496 -4.675 -0.786 -5.628
O -1.993 -1.271 -0.571 0.820 -1.815 -0.577
O -1.340 -0.255 1.175 0.373 7.343 4.888
H -0.195 -1.570 1.613 0.827 -0.683 1.233
O 3.781 0.451 2.527 -0.585 2.068 -1.676
C 3.638 0.007 3.764 1.327 -1.361 3.795
O 3.692 -1.268 3.759 -0.714 -0.426 0.800
O 3.541 0.751 4.735 -0.174 0.973 0.678
H 3.402 -0.417 2.370 0.084 -1.233 -3.246
```
Forces are in eV/Å.